A molecular structure, C57H48BrN4O4S2Ti at a distorted geometry, computed with the ωB97M-V functional and the def2-TZVPD basis.

Geometry as XYZ:
```
117
Properties=species:S:1:pos:R:3
Ti -1.75 -0.88 0.01
C -6.13 4.66 -1.93
C -6.31 3.46 -2.61
C -5.65 2.32 -2.20
C -4.79 2.33 -1.09
C -4.63 3.55 -0.41
C -5.28 4.69 -0.83
N -4.10 1.19 -0.64
N -4.42 0.15 -1.36
C -4.25 -1.09 -0.92
C -4.86 -2.10 -1.71
C -5.07 -3.34 -1.19
C -4.69 -3.59 0.14
C -3.99 -2.63 0.82
N -3.69 -1.41 0.31
H -6.64 5.55 -2.25
H -6.98 3.42 -3.45
H -5.78 1.38 -2.73
H -3.99 3.60 0.46
H -5.14 5.62 -0.29
H -5.17 -1.83 -2.71
H -5.55 -4.11 -1.77
H -4.92 -4.53 0.62
H -3.64 -2.81 1.83
C 5.51 -4.49 0.77
C 4.29 -3.72 0.34
C 3.97 -2.51 0.95
C 2.90 -1.75 0.50
C 2.15 -2.20 -0.58
C 2.41 -3.43 -1.15
C 3.48 -4.19 -0.68
S 0.85 -1.12 -1.23
O 0.31 -0.63 0.11
C 2.09 0.09 -1.83
C 3.15 -0.60 -2.49
C 4.38 -0.06 -2.67
C 4.69 1.13 -1.97
C 6.01 1.60 -1.82
C 6.27 2.72 -1.08
C 5.22 3.41 -0.46
C 3.92 3.01 -0.64
C 3.61 1.88 -1.43
C 2.23 1.47 -1.64
C 1.29 2.61 -1.84
C 1.90 3.71 -2.58
C 2.94 3.51 -3.53
C 3.60 4.56 -4.09
C 3.28 5.88 -3.74
C 2.19 6.12 -2.95
C 1.44 5.04 -2.41
C 0.20 5.25 -1.78
C -0.54 4.17 -1.44
C -0.02 2.85 -1.44
S -1.44 1.88 -0.88
O -1.32 0.43 -1.36
C -0.96 1.99 0.88
C 0.37 2.05 1.30
C 0.67 2.34 2.61
C -0.34 2.61 3.54
C 0.02 3.00 4.95
C -1.66 2.54 3.12
C -1.97 2.22 1.81
H 5.90 -4.11 1.72
H 6.29 -4.38 0.02
H 5.29 -5.55 0.87
H 4.56 -2.15 1.78
H 2.64 -0.81 0.97
H 1.79 -3.81 -1.96
H 3.69 -5.15 -1.13
H 2.93 -1.58 -2.88
H 5.14 -0.56 -3.26
H 6.81 1.04 -2.28
H 7.29 3.06 -0.96
H 5.44 4.26 0.17
H 3.13 3.55 -0.15
H 3.19 2.50 -3.83
H 4.39 4.37 -4.81
H 3.86 6.70 -4.14
H 1.87 7.13 -2.73
H -0.17 6.26 -1.64
H -1.56 4.30 -1.10
H 1.17 1.87 0.60
H 1.71 2.38 2.92
H 0.94 2.51 5.27
H -0.78 2.76 5.64
H 0.19 4.08 5.00
H -2.46 2.73 3.82
H -3.01 2.13 1.50
C -1.57 -3.26 4.10
C -1.59 -1.74 4.35
C -0.24 -1.26 4.93
C -2.76 -1.33 5.25
C -1.74 -1.09 3.05
N -1.81 -0.57 2.03
H -1.18 -3.76 4.98
H -0.94 -3.50 3.24
H -2.57 -3.63 3.91
H 0.00 -1.85 5.81
H -0.29 -0.21 5.20
H 0.56 -1.39 4.19
H -2.69 -1.88 6.19
H -3.71 -1.57 4.79
H -2.74 -0.27 5.47
Br 1.37 -7.46 0.81
C 0.36 -6.45 -0.44
C 0.16 -6.93 -1.72
C -0.55 -6.15 -2.63
C -1.06 -4.92 -2.26
C -0.85 -4.45 -0.96
C -0.15 -5.22 -0.04
C -1.28 -3.11 -0.56
O -1.67 -2.24 -1.40
O -1.20 -2.71 0.65
H 0.56 -7.89 -2.01
H -0.72 -6.53 -3.63
H -1.62 -4.31 -2.96
H 0.02 -4.84 0.95
```

**Highest occupied orbital energy (alpha / beta)**: -8.16 / -9.57 eV
**Energy above the lowest of the compared OMol25 structures with the same formula, charge and spin**: 430.3 kJ/mol
**Spin multiplicity**: 3
**Total charge**: +1
**Electronic energy**: -188860.6225 eV
**Molar mass**: 1044.940 g mol⁻¹
**HOMO-LUMO gap (alpha / beta)**: 5.047 / 6.452 eV
**Expectation value of S²**: 2.04

***

A molecular structure, C57H49F8IN6S2 at a distorted geometry, computed with the ωB97M-V functional and the def2-TZVPD basis.

Geometry as XYZ:
```
123
Properties=species:S:1:pos:R:3
N 1.06 2.35 1.31
C 0.59 2.54 -0.06
N 1.57 2.00 -1.04
N 0.53 4.01 -0.27
C -0.81 1.89 -0.26
C -1.94 2.90 -0.20
C -2.12 3.69 0.99
C -3.07 4.64 1.11
I -3.16 5.76 2.89
C -3.96 4.83 0.02
N -4.99 5.69 -0.05
S -5.62 5.43 -1.50
N -4.72 4.25 -2.15
C -3.83 4.04 -1.17
C -2.78 3.08 -1.25
N -2.60 2.28 -2.45
C -3.06 1.16 -2.36
S -3.69 -0.24 -2.02
H 0.46 1.73 1.84
H 1.97 1.89 1.31
H 2.47 2.31 -0.67
H 1.48 2.54 -1.90
H 0.25 4.23 -1.22
H 1.43 4.41 -0.06
H -1.00 1.09 0.46
H -0.77 1.39 -1.24
H -1.45 3.54 1.84
F -0.41 -0.09 2.29
C -0.94 -1.28 2.66
C -0.66 -2.40 1.91
C -1.20 -3.62 2.30
C -2.02 -3.69 3.42
C -2.29 -2.55 4.16
C -1.74 -1.33 3.78
H -0.03 -2.33 1.03
H -0.99 -4.51 1.73
H -2.44 -4.64 3.72
H -2.92 -2.60 5.04
H -1.93 -0.43 4.35
F -0.90 9.70 -5.09
C -1.44 8.51 -4.76
C -1.14 7.41 -5.53
C -1.69 6.18 -5.19
C -2.54 6.07 -4.10
C -2.83 7.20 -3.34
C -2.27 8.43 -3.67
H -0.48 7.51 -6.39
H -1.45 5.30 -5.79
H -2.97 5.11 -3.84
H -3.50 7.12 -2.49
H -2.48 9.31 -3.08
F 1.91 -4.32 1.89
C 2.78 -3.64 2.67
C 2.30 -2.83 3.68
C 3.20 -2.14 4.47
C 4.57 -2.24 4.24
C 5.03 -3.06 3.21
C 4.13 -3.77 2.42
H 1.24 -2.75 3.85
H 2.83 -1.51 5.27
H 5.27 -1.69 4.85
H 6.09 -3.14 3.03
H 4.48 -4.41 1.62
F 1.82 0.19 6.04
C 1.27 1.41 5.85
C 1.96 2.35 5.11
C 1.39 3.60 4.90
C 0.15 3.89 5.45
C -0.53 2.94 6.20
C 0.04 1.68 6.40
H 2.93 2.10 4.69
H 1.91 4.34 4.31
H -0.29 4.87 5.29
H -1.49 3.17 6.63
H -0.48 0.92 6.97
F -5.66 1.90 -9.27
C -5.28 1.37 -8.10
C -4.87 0.05 -8.06
C -4.48 -0.50 -6.85
C -4.51 0.27 -5.69
C -4.93 1.59 -5.75
C -5.31 2.15 -6.96
H -4.86 -0.54 -8.97
H -4.15 -1.53 -6.81
H -4.20 -0.17 -4.75
H -4.96 2.19 -4.84
H -5.64 3.18 -7.02
F 1.97 2.67 -4.20
C 1.86 1.41 -4.66
C 1.35 1.20 -5.93
C 1.25 -0.09 -6.41
C 1.64 -1.16 -5.62
C 2.14 -0.94 -4.34
C 2.26 0.36 -3.86
H 1.05 2.05 -6.53
H 0.86 -0.27 -7.41
H 1.56 -2.18 -5.99
H 2.44 -1.77 -3.72
H 2.65 0.56 -2.88
F -3.81 -6.11 2.14
C -3.78 -6.67 0.92
C -2.96 -6.15 -0.05
C -2.93 -6.74 -1.31
C -3.74 -7.84 -1.58
C -4.57 -8.35 -0.59
C -4.59 -7.77 0.67
H -2.35 -5.29 0.17
H -2.28 -6.34 -2.08
H -3.72 -8.29 -2.56
H -5.20 -9.20 -0.80
H -5.22 -8.16 1.46
F 8.56 -3.44 3.38
C 8.84 -4.33 4.36
C 9.08 -5.64 4.02
C 9.36 -6.56 5.02
C 9.39 -6.14 6.35
C 9.14 -4.82 6.67
C 8.87 -3.90 5.67
H 9.04 -5.95 2.98
H 9.56 -7.59 4.77
H 9.61 -6.86 7.13
H 9.16 -4.50 7.70
H 8.68 -2.86 5.90
```

**Highest occupied orbital energy**: -8.71 eV
**Spin multiplicity**: 1
**Total charge**: 0
**Electronic energy**: -120354.5997 eV
**Molar mass**: 1161.083 g mol⁻¹
**HOMO-LUMO gap**: 8.026 eV